(1)
C3H9N2 | the ωB97M-V functional and the def2-TZVPD basis

Results
Structure (SMILES): C/C(N)=C/[NH3+]
DFT total energy: -228.9330 a.u.
E_HOMO: -13.298 eV
Energy relative to the best compared isomer or geometry (same formula, charge and spin): 33.8 kcal per mole
Total charge: +1
Kohn-Sham gap: 9.54 eV

Structure (XYZ):
```
14
Properties=species:S:1:pos:R:3:forces:R:3
C 1.240648 -0.781092 -1.332187 -0.77 -1.24 1.42
C 0.199735 -0.247359 -0.358419 -1.90 -0.25 -1.07
N -1.082886 -0.642814 -0.740792 0.76 -0.32 -0.78
C 0.462436 0.452249 0.737225 1.30 0.80 0.94
N -0.560303 1.169620 1.543618 -0.97 -0.76 -1.96
H 2.193229 -0.256877 -1.336046 -0.09 -0.30 0.19
H 0.863917 -0.961767 -2.334280 -0.24 0.81 -0.14
H 1.247263 -1.822104 -0.954480 1.20 0.20 -0.17
H -1.057781 -1.431859 -1.366943 -0.14 0.16 -0.24
H -1.998862 -0.579629 -0.329763 0.37 0.43 0.70
H 1.443889 0.704917 1.103635 0.13 -0.01 -0.42
H -0.803895 1.986797 0.977309 0.34 0.68 0.73
H -0.254714 1.374367 2.490551 -0.15 0.16 0.04
H -1.458691 0.677244 1.517119 0.17 -0.37 0.76
```
Positions in Å, forces in eV/Å.

---

(2)
C3H9N2 | the ωB97M-V functional and the def2-TZVPD basis

Results
DFT total energy: -228.7393 a.u.
E_HOMO (spin up / spin down): -15.442 / -14.840 eV
Energy relative to the best compared isomer or geometry (same formula, charge and spin): 155.3 kcal per mole
Total charge: +1
Kohn-Sham gap (spin up / spin down): 8.86 / 7.41 eV

Structure (XYZ):
```
14
Properties=species:S:1:pos:R:3:forces:R:3
C 0.526105 1.047052 -0.165707 -2.11 2.51 2.09
C -2.354606 -0.725818 0.055791 -1.75 -0.85 -0.91
C 2.603587 -0.597244 0.003095 -2.22 0.11 -1.42
N 1.302714 0.102561 -0.147899 2.15 -1.21 -0.97
N -0.751159 1.162010 0.268982 1.99 -1.86 0.41
H 0.864413 2.137640 -0.066739 0.36 -0.87 -0.78
H -2.597255 -1.419149 0.863177 0.29 0.11 -0.14
H -3.207744 -0.097347 -0.211502 0.12 -0.01 0.29
H -1.986847 -1.159792 -0.861340 0.09 -0.53 -0.07
H 2.964668 -0.915576 -0.978843 -0.57 -0.29 -0.04
H 3.371162 0.112777 0.288361 -0.07 -0.23 1.41
H 2.160779 -1.470198 0.548620 1.73 0.51 0.34
H -1.366283 1.874708 0.027908 -1.00 1.75 -0.88
H -1.529534 -0.051619 0.376102 0.99 0.86 0.67
```
Positions in Å, forces in eV/Å.

---

(3)
C3H9N2 | the ωB97M-V functional and the def2-TZVPD basis

Results
Structure (SMILES): C/C([NH3+])=C\N
DFT total energy: -228.9233 a.u.
E_HOMO: -13.119 eV
Energy relative to the best compared isomer or geometry (same formula, charge and spin): 39.9 kcal per mole
Total charge: +1
Kohn-Sham gap: 9.35 eV

Structure (XYZ):
```
14
Properties=species:S:1:pos:R:3:forces:R:3
C 1.385572 -0.457421 0.513192 0.08 -1.06 1.44
C 0.169732 -0.155201 -0.281234 0.24 0.25 -0.08
N 0.064855 -1.017308 -1.500351 0.06 1.64 -0.81
C -0.800557 0.728647 0.016162 -0.12 -2.25 0.76
N -0.938436 1.170200 1.333242 0.83 1.56 -0.34
H 1.631733 0.329006 1.222586 -0.06 0.18 -0.26
H 1.168866 -1.323422 1.168896 0.09 0.14 -0.19
H 2.319258 -0.737863 0.001590 -0.52 0.33 -0.39
H 0.986260 -1.089394 -1.940712 -0.07 -0.30 -0.04
H -0.329821 -1.949594 -1.356757 0.11 0.05 0.34
H -0.530001 -0.518451 -2.170331 -0.09 -0.29 -0.10
H -1.610873 0.906740 -0.680315 -0.23 -0.04 -0.06
H -0.163514 1.665762 1.737567 -0.02 -0.07 0.15
H -1.592510 0.802208 1.999317 -0.31 -0.16 -0.41
```
Positions in Å, forces in eV/Å.

---

(4)
C3H9N2 | the ωB97M-V functional and the def2-TZVPD basis

Results
Structure (SMILES): NC[NH+]1CC1
DFT total energy: -228.8833 a.u.
E_HOMO: -15.149 eV
Energy relative to the best compared isomer or geometry (same formula, charge and spin): 65.0 kcal per mole
Total charge: +1
Kohn-Sham gap: 12.11 eV

Structure (XYZ):
```
14
Properties=species:S:1:pos:R:3:forces:R:3
N 1.986133 1.153413 -0.448254 1.77 0.81 2.30
C 0.932171 0.556315 -0.949399 -1.24 -3.30 -2.56
N -0.398176 0.016023 0.196496 1.35 -0.30 3.35
C -0.841354 -1.401127 0.521648 -0.64 1.61 -0.22
C -1.863540 -0.315242 0.524855 1.92 0.96 0.74
H 2.770073 0.673744 0.069488 -1.48 0.63 -0.95
H 1.926061 2.175332 -0.293453 0.26 -1.07 -0.19
H 1.004988 -0.512891 -1.378187 0.51 1.92 0.83
H 0.406671 1.178498 -1.646947 -0.68 0.25 0.09
H 0.010432 0.340098 1.140947 -0.69 -0.21 -2.09
H -0.523129 -1.844304 1.437841 0.20 0.18 0.68
H -0.776560 -2.098548 -0.256933 -0.14 -0.56 -1.39
H -1.966088 0.178503 1.483916 -0.93 -0.44 0.06
H -2.598699 -0.035239 -0.195703 -0.23 -0.50 -0.63
```
Positions in Å, forces in eV/Å.

---

(5)
C3H9N2 | the ωB97M-V functional and the def2-TZVPD basis

Results
DFT total energy: -228.7765 a.u.
E_HOMO: -14.241 eV
Energy relative to the best compared isomer or geometry (same formula, charge and spin): 131.9 kcal per mole
Total charge: +1
Kohn-Sham gap: 5.83 eV

Structure (XYZ):
```
14
Properties=species:S:1:pos:R:3:forces:R:3
C 0.986351 0.902459 -0.674703 -0.54 -0.04 0.98
C -0.382414 0.256502 -0.654004 1.91 2.28 -0.08
C -0.729333 -0.605107 0.283754 -2.12 -1.05 -2.42
N 1.031265 -1.064611 2.369379 -0.26 0.59 0.89
N -1.284365 0.671341 -1.625207 -0.19 -2.17 0.49
H 1.268853 1.051563 0.371320 0.18 0.14 -0.09
H 0.906395 1.881294 -1.136651 0.21 -0.07 -0.25
H 1.738863 0.235355 -1.092643 -0.12 0.07 -0.32
H -1.755827 -0.884889 0.534412 0.51 0.06 1.81
H 1.354088 -1.959247 2.711380 -0.28 -0.33 -0.29
H 1.838313 -0.480345 2.229702 0.08 0.20 -0.39
H 0.465916 -1.179170 1.521864 0.39 -0.45 -0.31
H -2.176982 0.174433 -1.578328 -0.12 0.46 0.04
H -0.954145 0.605433 -2.584008 0.37 0.32 -0.04
```
Positions in Å, forces in eV/Å.

---

(6)
C3H9N2 | the ωB97M-V functional and the def2-TZVPD basis

Results
Multiplicity: 2
DFT total energy: -228.3720 a.u.
E_HOMO (spin up / spin down): -21.952 / -21.962 eV
Energy relative to the best compared isomer or geometry (same formula, charge and spin): 76.3 kcal per mole
Total charge: +2
<S²>: 0.809
Kohn-Sham gap (spin up / spin down): 10.56 / 7.01 eV

Structure (XYZ):
```
14
Properties=species:S:1:pos:R:3:forces:R:3
C 1.547823 -1.088786 0.778193 0.73 -0.48 -0.23
C 1.272792 0.005092 -0.353299 -1.40 2.29 2.79
N -2.370522 0.962878 -0.391899 3.16 -4.33 0.06
C -1.352154 -0.055453 -0.424069 -1.39 4.89 1.92
N -0.127209 0.531753 -0.301034 0.49 0.05 -0.83
H 0.804730 -1.957030 0.782188 1.05 1.35 0.03
H 2.568097 -1.449149 0.466745 -1.03 0.05 0.40
H 1.674427 -0.533848 1.726924 -0.43 -0.55 -0.33
H 1.857270 0.969052 -0.174056 -0.26 -1.74 -0.56
H 1.394142 -0.490257 -1.267056 0.23 -0.74 -1.80
H -3.177959 0.707650 0.117986 -1.86 -0.46 0.20
H -2.341335 1.904049 -0.748914 0.51 0.68 -0.31
H -1.596726 -1.085082 -0.091101 0.21 0.40 -0.84
H -0.153381 1.579132 -0.120604 -0.02 -1.41 -0.49
```
Positions in Å, forces in eV/Å.

---

(7)
C3H9N2 | the ωB97M-V functional and the def2-TZVPD basis

Results
Multiplicity: 2
DFT total energy: -228.3508 a.u.
E_HOMO (spin up / spin down): -21.903 / -22.092 eV
Energy relative to the best compared isomer or geometry (same formula, charge and spin): 89.6 kcal per mole
Total charge: +2
<S²>: 0.776
Kohn-Sham gap (spin up / spin down): 11.94 / 7.78 eV

Structure (XYZ):
```
14
Properties=species:S:1:pos:R:3:forces:R:3
C -0.593779 -0.330803 -1.272866 -0.91 0.03 -3.12
N -1.154422 0.692972 -1.924601 3.16 -3.54 2.56
H 0.414312 -0.609119 -1.614224 -0.19 0.52 0.39
H -1.210975 -1.160020 -0.866094 -0.05 1.01 -0.18
H -2.104554 0.708661 -2.030674 -3.41 0.51 0.09
H -0.628717 1.252016 -2.542884 0.98 1.02 -0.84
C 0.534835 1.028407 1.132073 -2.52 -0.03 2.50
C 0.734825 -1.365241 1.211172 0.25 0.38 -0.60
N 0.329752 -0.308303 0.611405 3.20 -1.63 3.46
H 1.084125 0.913855 2.125353 -0.30 -0.16 -1.07
H -0.522395 1.254388 1.521293 1.44 0.72 -0.72
H 1.036474 1.768551 0.547267 -0.03 0.18 -0.86
H 0.606205 -2.422219 1.034940 -1.09 -0.32 -1.11
H 1.474311 -1.423148 2.067842 -0.54 1.31 -0.50
```
Positions in Å, forces in eV/Å.

---

(8)
C3H9N2O | the ωB97M-V functional and the def2-TZVPD basis

Results
DFT total energy: -304.2859 a.u.
E_HOMO (spin up / spin down): -1.268 / -1.265 eV
Energy relative to the best compared isomer or geometry (same formula, charge and spin): 113.0 kcal per mole
Total charge: -1
Kohn-Sham gap (spin up / spin down): 4.43 / 4.42 eV

Structure (XYZ):
```
15
Properties=species:S:1:pos:R:3:forces:R:3
C 1.426447 0.759374 -0.503770 -2.38 -2.23 -1.28
C 0.060884 -1.358003 0.077132 1.23 2.05 1.23
C 0.754925 -0.055308 0.663100 0.80 -0.48 -2.04
N -2.192776 0.666165 -1.326731 -1.01 -0.56 0.71
N -0.215493 0.822776 1.324586 -2.80 -0.84 3.33
O -0.984139 0.301537 2.201959 3.30 1.26 -3.31
H 0.780925 0.782532 -1.468763 0.72 -0.10 1.82
H 1.607902 1.726381 -0.215781 0.43 2.51 0.75
H 2.355320 0.302392 -0.765913 0.75 -0.46 -0.14
H -0.320638 -1.685857 0.992830 -0.48 -1.98 1.30
H 0.809546 -1.969808 -0.427610 -0.39 -0.13 0.11
H -0.834500 -1.079814 -0.455484 0.00 0.26 -1.10
H 1.584778 -0.280504 1.409233 -1.15 0.05 -0.52
H -3.226585 0.448004 -1.052549 2.28 0.48 -0.08
H -1.606596 0.620134 -0.452241 -1.30 0.19 -0.77
```
Positions in Å, forces in eV/Å.

---

(9)
C3H9N2O | the ωB97M-V functional and the def2-TZVPD basis

Results
DFT total energy: -304.2766 a.u.
E_HOMO (spin up / spin down): -0.943 / -1.134 eV
Energy relative to the best compared isomer or geometry (same formula, charge and spin): 118.8 kcal per mole
Total charge: -1
Kohn-Sham gap (spin up / spin down): 5.40 / 5.59 eV

Structure (XYZ):
```
15
Properties=species:S:1:pos:R:3:forces:R:3
C -1.181352 0.033597 -0.965869 -0.24 -1.23 0.42
C -0.578086 -0.464091 1.629901 -3.06 2.40 -5.39
C -0.469635 -0.728693 0.091380 0.97 -0.46 1.59
N 1.771910 0.835876 -1.027076 -0.66 2.60 0.63
N 1.763945 -0.079160 -0.008554 -0.19 -3.46 -0.16
O 1.998028 0.375134 1.143077 -0.03 1.19 -0.31
H -0.511540 0.784601 -1.444618 -0.54 0.52 0.26
H -1.366175 -0.709117 -1.795074 -0.48 0.92 0.60
H -2.116755 0.468233 -0.512941 0.62 -0.01 -1.02
H -0.397844 -1.236468 2.270214 -0.03 -2.21 1.60
H -1.562880 0.114523 1.666799 1.06 -0.80 1.05
H 0.232951 0.190491 1.628308 1.60 1.87 1.49
H -0.117101 -1.689743 -0.177087 0.17 -0.87 -0.32
H 1.204242 1.655167 -0.628038 0.73 -0.57 -1.18
H 1.330293 0.449650 -1.870423 0.07 0.10 0.75
```
Positions in Å, forces in eV/Å.

---

(10)
C3H9N2O | the ωB97M-V functional and the def2-TZVPD basis

Results
Structure (SMILES): C[N+](C)(N)C=O
DFT total energy: -304.1114 a.u.
E_HOMO: -15.525 eV
Energy relative to the best compared isomer or geometry (same formula, charge and spin): 87.2 kcal per mole
Total charge: +1
Kohn-Sham gap: 11.20 eV

Structure (XYZ):
```
15
Properties=species:S:1:pos:R:3:forces:R:3
C 1.260722 -0.675236 0.016669 -0.99 -2.77 1.06
N 0.000905 0.129664 -0.076758 0.08 -0.72 -0.25
C -1.167626 -0.808714 0.007815 1.75 -2.41 2.61
N 0.040026 0.743206 -1.353783 -1.03 -1.18 -0.57
C -0.035257 1.178059 1.055687 -0.46 -1.12 3.29
O 0.438390 2.218137 0.841697 0.12 0.85 -0.38
H 0.999852 -1.582202 0.710216 1.07 1.88 -0.97
H 1.474707 -1.074887 -0.987952 -0.19 0.34 0.51
H 2.040292 -0.039362 0.357390 0.79 0.26 0.40
H -1.019908 -1.766653 -0.534907 0.12 1.13 -0.41
H -1.186857 -1.231636 1.092906 -0.23 1.27 -1.65
H -2.027814 -0.286634 -0.243406 -1.74 0.74 -0.39
H -0.909623 0.731017 -1.679294 -0.15 0.70 -0.53
H 0.510162 1.621689 -1.399842 0.19 0.73 0.45
H -0.417972 0.843554 2.193561 0.68 0.30 -3.16
```
Positions in Å, forces in eV/Å.

---

What did the ninth record say?
C3H9N2O | the ωB97M-V functional and the def2-TZVPD basis

Results
DFT total energy: -304.2766 a.u.
E_HOMO (spin up / spin down): -0.943 / -1.134 eV
Energy relative to the best compared isomer or geometry (same formula, charge and spin): 118.8 kcal per mole
Total charge: -1
Kohn-Sham gap (spin up / spin down): 5.40 / 5.59 eV

Structure (XYZ):
```
15
Properties=species:S:1:pos:R:3:forces:R:3
C -1.181352 0.033597 -0.965869 -0.24 -1.23 0.42
C -0.578086 -0.464091 1.629901 -3.06 2.40 -5.39
C -0.469635 -0.728693 0.091380 0.97 -0.46 1.59
N 1.771910 0.835876 -1.027076 -0.66 2.60 0.63
N 1.763945 -0.079160 -0.008554 -0.19 -3.46 -0.16
O 1.998028 0.375134 1.143077 -0.03 1.19 -0.31
H -0.511540 0.784601 -1.444618 -0.54 0.52 0.26
H -1.366175 -0.709117 -1.795074 -0.48 0.92 0.60
H -2.116755 0.468233 -0.512941 0.62 -0.01 -1.02
H -0.397844 -1.236468 2.270214 -0.03 -2.21 1.60
H -1.562880 0.114523 1.666799 1.06 -0.80 1.05
H 0.232951 0.190491 1.628308 1.60 1.87 1.49
H -0.117101 -1.689743 -0.177087 0.17 -0.87 -0.32
H 1.204242 1.655167 -0.628038 0.73 -0.57 -1.18
H 1.330293 0.449650 -1.870423 0.07 0.10 0.75
```
Positions in Å, forces in eV/Å.

---

total charge of number 8 (C3H9N2O)? -1